1.
Entry from the Open Molecules 2025 dataset: a structure of composition C15H25IN10O5S2 (ωB97M-V/def2-TZVPD).

Each line ends with the Löwdin charge.
Cartesian coordinates (Å):
C -4.138 0.933 1.132  0.018
C -4.406 0.108 0.130  -0.167
C -3.408 -0.964 -0.283  -0.161
C -2.283 -0.348 -1.076  -0.208
C -0.987 -0.232 -0.664  -0.535
S -0.470 -0.891 0.887  0.865
C 0.003 0.424 -1.473  -0.046
C -0.285 0.962 -2.678  -0.189
C 0.748 1.693 -3.499  -0.155
C 0.735 3.167 -3.139  -0.826
O -0.197 3.756 -2.700  0.021
I 2.593 4.206 -3.485  0.792
C -1.613 0.841 -3.165  -0.324
N -2.092 1.307 -4.314  -0.208
S -3.657 0.941 -4.332  1.047
N -3.797 0.181 -2.933  -0.199
C -2.593 0.190 -2.360  -0.302
H -4.884 1.534 1.630  0.055
H -3.120 0.996 1.503  0.058
H -5.309 0.199 -0.460  0.096
H -3.918 -1.661 -0.946  0.116
H -3.033 -1.463 0.603  0.080
H 0.371 0.069 1.281  -0.093
H 1.022 0.499 -1.117  0.124
H 0.511 1.595 -4.557  0.127
H 1.727 1.277 -3.274  0.102
C 2.510 -2.746 3.645  -0.681
O 1.966 -2.165 4.575  0.006
N 1.921 -2.894 2.426  0.160
N 3.760 -3.278 3.775  0.158
H 2.350 -3.357 1.646  0.085
H 1.006 -2.507 2.300  0.025
H 4.198 -3.187 4.675  0.079
H 4.253 -3.756 3.046  0.094
C 5.643 -2.009 7.459  -0.685
O 5.827 -3.140 7.040  0.015
N 4.579 -1.255 7.060  0.160
N 6.492 -1.413 8.354  0.144
H 4.396 -0.323 7.374  0.094
H 3.936 -1.683 6.415  0.078
H 7.282 -1.947 8.661  0.099
H 6.359 -0.486 8.709  0.089
C -4.810 4.955 -3.439  -0.684
O -5.700 4.171 -3.721  0.013
N -5.019 6.307 -3.374  0.145
N -3.536 4.545 -3.169  0.162
H -4.301 6.967 -3.145  0.089
H -5.945 6.637 -3.568  0.100
H -3.363 3.560 -3.209  0.055
H -2.781 5.163 -2.937  0.089
C 1.524 -3.047 -2.170  -0.672
O 1.742 -2.727 -1.014  0.006
N 0.352 -2.747 -2.806  0.170
N 2.438 -3.735 -2.923  0.150
H 0.156 -3.005 -3.755  0.097
H -0.341 -2.242 -2.283  0.081
H 3.308 -3.970 -2.485  0.101
H 2.279 -4.010 -3.873  0.091

Results
Multiplicity: 1
HOMO level, eV: -8.67
F_max, eV/A: 1.00
DFT total energy, Ha: -2604.56456

2.
Entry from the Open Molecules 2025 dataset: a cluster of 3 separate species, C3H12N2O2 in total (ωB97M-V/def2-TZVPD).

Each line ends with the Löwdin charge.
Cartesian coordinates (Å):
C -1.067 1.233 2.345  -0.054
C -0.557 0.186 1.349  -0.206
N -1.408 0.239 -1.547  0.167
C -0.098 0.572 -1.007  -0.129
N 0.156 0.688 0.231  0.221
H -0.897 2.282 2.007  0.095
H -0.621 1.177 3.323  0.076
H -2.155 1.304 2.474  0.091
H -1.306 -0.549 1.035  0.133
H 0.092 -0.502 1.957  0.167
H -1.622 -0.634 -1.084  0.100
H -2.033 1.031 -1.561  0.122
H 0.635 0.759 -1.788  0.135
H 2.689 0.555 -0.323  0.065
H 3.206 -0.276 -1.479  0.080
O 2.387 -0.028 -1.031  -0.062
H 0.774 -2.218 -0.991  0.002
H 1.275 -2.926 -2.268  0.044
O 0.549 -2.895 -1.641  -0.047

Results
Multiplicity: 2
Net charge: +1
HOMO level (spin up / spin down), eV: -14.81 / -14.81
F_max, eV/A: 3.03
DFT total energy, Ha: -381.11484
Energy above the lowest of the compared OMol25 structures with the same formula, charge and spin, kJ/mol: 256.94

3.
Entry from the Open Molecules 2025 dataset: a structure of composition C16H25Cl2O4P2Ru (ωB97M-V/def2-TZVPD).

Each line ends with the Löwdin charge.
Cartesian coordinates (Å):
C 2.554 3.553 -2.675  -0.080
C 1.496 2.781 -2.039  -0.531
H 2.308 4.630 -2.506  0.126
H 2.547 3.319 -3.762  0.123
H 3.578 3.294 -2.311  0.108
O 0.169 2.782 -1.744  -0.237
Cl 1.841 0.947 -2.459  0.582
Ru 0.053 0.729 -0.096  0.906
P -1.329 0.612 -1.967  0.676
C -2.954 1.265 -1.575  -0.242
C -0.992 1.326 -3.606  -0.261
H -1.756 0.927 -4.277  0.065
H -2.020 -1.272 -3.241  0.064
H -0.006 1.032 -3.973  0.002
H -0.451 -1.574 -2.429  0.053
H -2.898 2.349 -1.430  0.067
H -1.048 2.418 -3.583  0.059
C -1.455 -1.150 -2.310  -0.248
H -3.612 1.039 -2.421  0.065
H -1.967 -1.649 -1.480  0.040
H -3.325 0.792 -0.663  0.050
P 1.860 1.322 1.089  0.667
C 1.442 2.049 2.696  -0.242
C 2.708 -0.246 1.495  -0.233
H 3.722 1.845 -0.375  0.036
H 4.001 2.362 1.302  0.068
H 2.947 3.337 0.251  0.055
C 3.257 2.317 0.496  -0.258
H 2.761 -0.865 0.592  0.047
H 3.725 -0.045 1.860  0.066
H 2.353 2.165 3.304  0.068
H 0.724 1.389 3.204  0.043
H 2.142 -0.790 2.266  0.051
H 0.980 3.032 2.534  0.060
C -1.238 1.691 1.066  -0.216
O -1.942 2.378 1.695  0.148
Cl -2.701 -6.923 2.412  0.914
C -2.089 -5.329 2.185  -0.550
C -2.179 -4.413 3.264  -0.009
C -1.688 -3.101 3.086  0.081
C -1.113 -2.735 1.839  -0.044
C -1.020 -3.654 0.821  0.027
C -1.507 -4.960 0.946  0.014
C -0.629 -1.322 1.598  -0.520
O -0.838 -0.482 2.414  0.092
O -0.042 -1.061 0.405  -0.299
H -2.618 -4.701 4.226  0.138
H -1.733 -2.339 3.857  0.141
H -0.565 -3.374 -0.133  0.133
H -1.453 -5.695 0.148  0.136

Results
Multiplicity: 6
Net charge: +2
HOMO level (spin up / spin down), eV: -12.22 / -14.87
F_max, eV/A: 9.84
DFT total energy, Ha: -2622.88785
Energy above the lowest of the compared OMol25 structures with the same formula, charge and spin, kJ/mol: 0.00

4.
Entry from the Open Molecules 2025 dataset: an isolated molecule of C20H28N4OS (ωB97M-V/def2-TZVPD).

Each line ends with the Löwdin charge.
Cartesian coordinates (Å):
C -0.724 -4.265 0.395  -0.109
C -1.557 -3.782 1.576  -0.263
C -1.773 -2.270 1.576  -0.198
C -2.628 -1.791 0.400  -0.182
N -2.973 -0.393 0.534  0.071
C -2.404 0.583 -0.205  -0.448
O -1.645 0.336 -1.124  0.047
C -2.795 1.984 0.262  -0.235
C -2.652 3.059 -0.816  -0.138
C -1.209 3.208 -1.288  -0.161
C -0.203 3.372 -0.142  -0.282
C 1.223 3.164 -0.679  -0.137
N 1.434 1.785 -1.047  0.079
C 2.427 1.035 -0.564  -0.256
N 3.367 1.626 0.134  0.100
C 4.438 0.957 0.566  -0.921
S 5.615 1.659 1.481  0.567
N 4.583 -0.375 0.225  0.071
C 3.621 -1.077 -0.438  -0.182
C 3.764 -2.442 -0.701  -0.013
C 2.758 -3.122 -1.350  -0.077
C 1.593 -2.463 -1.731  -0.098
C 1.440 -1.115 -1.481  -0.012
C 2.457 -0.397 -0.850  -0.061
C -0.447 2.406 1.023  -0.146
C -1.908 2.374 1.453  -0.143
H -0.523 -5.330 0.489  0.072
H 0.227 -3.738 0.360  0.059
H -1.246 -4.100 -0.543  0.067
H -2.527 -4.285 1.569  0.105
H -1.050 -4.057 2.503  0.106
H -2.271 -1.986 2.508  0.109
H -0.807 -1.761 1.545  0.115
H -3.548 -2.381 0.341  0.128
H -2.080 -1.886 -0.538  0.113
H -3.548 -0.141 1.322  0.142
H -3.842 1.951 0.587  0.142
H -3.284 2.811 -1.672  0.120
H -3.008 4.005 -0.399  0.120
H -0.968 2.325 -1.877  0.093
H -1.136 4.075 -1.949  0.120
H -0.277 4.396 0.241  0.147
H 1.972 3.408 0.076  0.119
H 1.384 3.803 -1.555  0.129
H 0.665 1.320 -1.508  0.107
H 5.425 -0.837 0.541  0.127
H 4.664 -2.949 -0.387  0.113
H 2.870 -4.176 -1.556  0.108
H 0.806 -3.010 -2.228  0.103
H 0.515 -0.634 -1.761  0.093
H 0.183 2.700 1.864  0.127
H -0.151 1.397 0.731  0.107
H -2.032 1.663 2.274  0.112
H -2.214 3.359 1.812  0.122

Results
Multiplicity: 1
HOMO level, eV: -7.54
F_max, eV/A: 0.94
SMILES: CCCCNC(=O)[C@H]1CC[C@@H](CNc2nc(=S)[nH]c3ccccc23)CC1
DFT total energy, Ha: -1471.44438
Energy above the lowest of the compared OMol25 structures with the same formula, charge and spin, kJ/mol: 0.00

5.
Entry from the Open Molecules 2025 dataset: a cluster of 7 separate species, C15H22F3NO15 in total (ωB97M-V/def2-TZVPD).

Each line ends with the Löwdin charge.
Cartesian coordinates (Å):
N 6.419 -11.277 16.870  0.294
H 6.423 -11.185 15.859  0.106
H 6.599 -12.233 17.200  0.093
H 5.511 -10.917 17.266  0.071
H 7.208 -10.651 17.148  0.096
C 2.772 -8.290 17.511  -0.038
C 4.057 -9.028 17.795  -0.750
O 5.046 -8.252 17.919  -0.052
O 4.083 -10.272 17.970  -0.079
H 2.466 -8.419 16.467  0.058
H 2.863 -7.256 17.832  0.066
H 1.947 -8.740 18.075  0.068
C 10.230 -11.534 18.306  -0.050
C 9.193 -10.459 18.710  -0.795
O 8.787 -9.638 17.844  -0.132
O 8.812 -10.532 19.897  -0.071
H 11.169 -10.989 18.182  0.053
H 9.846 -11.883 17.343  0.041
H 10.330 -12.367 18.994  0.053
C 5.712 -15.698 18.240  -0.048
C 5.819 -14.541 19.303  -0.768
O 5.697 -14.921 20.484  -0.084
O 5.850 -13.359 18.884  -0.079
H 5.370 -16.596 18.749  0.049
H 6.655 -15.771 17.694  0.052
H 4.942 -15.425 17.512  0.011
C 6.595 -15.542 13.530  -0.097
C 5.579 -14.554 14.080  -0.282
O 6.447 -13.485 14.407  0.134
C 7.709 -13.895 14.570  -0.549
O 8.614 -13.231 14.931  0.203
O 7.815 -15.156 14.069  0.079
F 4.863 -14.918 15.174  0.061
H 6.556 -15.507 12.438  0.136
H 6.389 -16.566 13.851  0.145
H 4.807 -14.409 13.325  0.167
C 5.427 -8.038 14.683  -0.040
C 4.600 -6.791 14.371  -0.304
O 5.093 -6.482 13.082  0.138
C 5.629 -7.556 12.503  -0.584
O 5.910 -7.568 11.337  0.141
O 5.627 -8.574 13.369  0.073
F 4.735 -5.787 15.255  0.089
H 4.916 -8.774 15.301  0.116
H 6.412 -7.949 15.148  0.156
H 3.566 -7.120 14.495  0.164
C 2.444 -13.899 16.694  -0.053
C 2.356 -12.358 16.655  -0.280
O 1.283 -12.101 17.544  0.134
C 0.558 -13.243 17.727  -0.562
O -0.445 -13.250 18.374  0.148
O 1.122 -14.241 17.061  0.085
F 2.088 -11.978 15.368  0.046
H 3.234 -14.201 17.386  0.124
H 2.696 -14.360 15.744  0.115
H 3.262 -11.925 17.080  0.131

Results
Multiplicity: 1
Net charge: -2
HOMO level, eV: -2.05
F_max, eV/A: 2.76
DFT total energy, Ha: -2067.85208
Energy above the lowest of the compared OMol25 structures with the same formula, charge and spin, kJ/mol: 0.00

6.
Entry from the Open Molecules 2025 dataset: a structure of composition C25H30BaN13S3 (ωB97M-V/def2-TZVPD).

Each line ends with the Löwdin charge.
Cartesian coordinates (Å):
Ba -0.822 -0.120 0.534  1.545
S 0.421 -1.076 3.318  0.413
C 1.840 -0.553 2.515  -1.195
N 1.906 -0.053 1.296  -0.154
C 3.203 0.299 0.948  -0.351
C 3.587 0.881 -0.260  -0.048
C 4.922 1.174 -0.474  -0.086
C 5.880 0.898 0.503  -0.089
C 5.513 0.331 1.711  -0.086
C 4.173 0.036 1.924  -0.480
S 3.403 -0.665 3.315  1.025
H 2.842 1.100 -1.016  0.103
H 5.226 1.623 -1.410  0.104
H 6.919 1.134 0.316  0.105
H 6.252 0.120 2.472  0.111
C 1.169 -5.892 0.563  0.008
C -0.231 -5.422 0.467  -0.324
N -1.278 -6.158 0.282  0.132
N -2.315 -5.271 0.271  0.030
C -1.943 -3.990 0.400  -0.799
S -2.926 -2.630 0.427  0.499
N -0.590 -4.091 0.531  -0.085
N 0.252 -2.994 0.690  0.049
H 1.177 -6.978 0.521  0.092
H 1.625 -5.570 1.500  0.094
H 1.767 -5.507 -0.266  0.080
H -3.262 -5.594 0.171  0.156
H 1.142 -3.203 0.253  0.084
H 0.385 -2.786 1.689  -0.005
C -1.077 5.426 3.009  -0.039
N -1.016 4.760 1.707  -0.165
C 0.104 5.206 0.896  -0.059
C -1.402 3.444 1.577  -0.440
N -0.778 2.544 0.911  0.000
N -2.632 3.193 2.182  0.133
C -3.214 1.985 2.535  -0.519
N -4.350 2.178 3.287  0.152
N -2.767 0.855 2.142  -0.020
H -1.246 6.492 2.862  0.094
H -0.137 5.293 3.554  0.101
H -1.878 5.029 3.624  0.077
H 0.137 6.293 0.926  0.095
H -0.035 4.899 -0.140  0.096
H 1.066 4.828 1.264  0.102
H 0.139 2.899 0.650  0.041
H -3.204 4.008 2.326  0.143
H -4.366 2.945 3.940  0.104
H -4.798 1.345 3.632  0.109
H -3.278 0.096 2.586  0.058
C 2.571 -3.534 -3.199  -0.068
C 1.439 -3.464 -4.007  -0.063
C 0.471 -2.505 -3.772  -0.014
C 0.632 -1.619 -2.711  -0.255
C 1.752 -1.697 -1.891  -0.059
C 2.731 -2.645 -2.144  -0.071
N -0.328 -0.619 -2.369  -0.006
N -1.080 -0.288 -3.293  0.097
C -2.087 0.670 -2.942  -0.309
C -2.698 1.328 -3.994  0.005
C -3.692 2.249 -3.706  -0.040
C -4.050 2.456 -2.384  -0.037
C -3.391 1.731 -1.399  -0.132
N -2.425 0.856 -1.665  0.012
H 3.330 -4.279 -3.398  0.110
H 1.317 -4.162 -4.824  0.111
H -0.415 -2.440 -4.389  0.111
H 1.861 -1.006 -1.064  0.060
H 3.620 -2.682 -1.526  0.114
H -2.387 1.105 -5.005  0.119
H -4.185 2.788 -4.504  0.117
H -4.832 3.152 -2.117  0.111
H -3.657 1.845 -0.353  0.094

Results
Multiplicity: 1
Net charge: +1
HOMO level, eV: -9.58
F_max, eV/A: 0.67
DFT total energy, Ha: -2902.52679
Energy above the lowest of the compared OMol25 structures with the same formula, charge and spin, kJ/mol: 17.43

7.
Entry from the Open Molecules 2025 dataset: an isolated molecule of C3H5NO2S (ωB97M-V/def2-TZVPD).

Each line ends with the Löwdin charge.
Cartesian coordinates (Å):
C -1.890 -1.385 1.130  -0.050
O -1.076 -1.170 -0.046  -0.074
C -0.103 -0.226 -0.003  -0.477
C 0.057 0.480 -1.287  -0.623
S 1.051 1.640 -1.673  0.753
N 0.688 0.074 0.938  0.075
O 0.543 -0.733 2.069  -0.049
H -2.827 -1.887 0.797  0.102
H -2.074 -0.484 1.667  0.081
H -1.338 -2.101 1.788  0.094
H -0.712 0.127 -1.969  0.060
H 1.200 -0.402 2.696  0.106

Results
Multiplicity: 1
HOMO level, eV: -8.83
F_max, eV/A: 2.33
SMILES: CO/C(C=S)=N\O
DFT total energy, Ha: -720.62701
Energy above the lowest of the compared OMol25 structures with the same formula, charge and spin, kJ/mol: 313.72

8.
Entry from the Open Molecules 2025 dataset: a structure of composition C23H16AsFeO5 (ωB97M-V/def2-TZVPD).

Each line ends with the Löwdin charge.
Cartesian coordinates (Å):
O -0.852 4.462 0.163  0.106
C -0.444 3.770 0.972  0.010
Fe 0.220 0.449 -0.667  0.541
C -0.626 -1.916 -0.540  -0.338
O -0.687 -3.154 -0.334  0.191
C 0.291 -1.779 -1.745  0.054
O 0.476 -1.656 -2.923  0.313
C 1.862 0.036 -0.106  -0.205
O 3.026 0.221 -0.002  0.192
C -1.705 -0.868 -0.258  -0.093
O -2.900 -0.783 -0.175  0.256
H 0.131 2.252 -0.542  0.077
C -0.685 3.960 5.267  -0.028
C 0.229 4.095 4.209  -0.052
C 0.358 3.072 3.279  -0.226
C -0.303 1.849 3.464  -0.373
C -1.166 1.691 4.544  -0.082
C -1.393 2.759 5.428  -0.032
As 0.016 0.372 2.156  1.417
C 1.608 -0.464 3.008  -0.379
C 2.109 -1.640 2.444  -0.173
C 3.283 -2.212 2.938  -0.046
C 3.975 -1.578 3.979  -0.041
C 3.470 -0.421 4.555  -0.038
C 2.267 0.141 4.090  -0.057
C -1.339 -0.900 2.918  -0.381
C -1.009 -2.124 3.491  -0.078
C -2.024 -3.019 3.818  -0.037
C -3.373 -2.668 3.617  -0.023
C -3.684 -1.402 3.094  -0.051
C -2.669 -0.522 2.759  -0.173
H -0.836 4.785 5.970  0.126
H 0.825 5.012 4.116  0.129
H 1.091 3.189 2.479  0.077
H -1.666 0.737 4.728  0.104
H -2.101 2.641 6.251  0.123
H 1.575 -2.128 1.625  0.092
H 3.661 -3.138 2.500  0.123
H 4.926 -2.006 4.335  0.131
H 4.007 0.071 5.379  0.130
H 1.858 1.039 4.553  0.105
H 0.026 -2.400 3.682  0.102
H -1.782 -4.011 4.235  0.129
H -4.185 -3.382 3.870  0.134
H -4.736 -1.122 2.938  0.130
H -2.920 0.467 2.383  0.115

Results
Multiplicity: 6
Net charge: +2
HOMO level (spin up / spin down), eV: -14.82 / -14.83
F_max, eV/A: 10.20
DFT total energy, Ha: -4760.68103

9.
Entry from the Open Molecules 2025 dataset: an isolated molecule of C17H12Cl2N4O2S2 (ωB97M-V/def2-TZVPD).

Each line ends with the Löwdin charge.
Cartesian coordinates (Å):
N -4.096 1.552 5.080  0.134
C -3.997 1.614 3.721  -0.367
N -4.802 2.424 3.147  0.097
N -4.467 2.267 1.802  0.029
C -3.368 1.316 1.695  -0.208
C -2.683 0.865 0.550  0.075
C -1.495 0.089 0.675  -0.166
C -0.716 -0.364 -0.567  -0.117
C -0.760 0.384 -1.809  -0.011
C 0.168 0.098 -2.772  -0.034
C 1.026 -1.045 -2.750  -0.309
N 1.932 -1.374 -3.746  -0.055
S 3.566 -1.695 -3.423  0.654
O 3.865 -3.074 -3.170  -0.276
O 4.500 -1.364 -4.509  -0.305
C 3.927 -0.674 -1.999  -0.334
C 3.986 -1.180 -0.566  -0.147
C 4.112 -0.170 0.423  -0.966
Cl 4.420 -0.622 2.051  0.646
S 4.192 1.472 -0.308  0.992
C 3.987 0.736 -1.876  -0.924
Cl 3.676 1.746 -3.322  0.617
C 0.792 -1.929 -1.656  -0.014
C 0.071 -1.537 -0.506  -0.014
C -1.200 -0.329 1.897  -0.082
C -1.985 0.012 2.970  0.012
C -3.079 0.868 2.855  -0.137
H -3.673 0.782 5.529  0.078
H -4.620 2.238 5.532  0.075
H -4.613 2.901 1.057  0.116
H -2.940 1.250 -0.378  0.081
H -1.409 1.266 -1.950  0.118
H 0.314 0.604 -3.710  0.105
H 1.887 -0.593 -4.390  0.100
H 4.047 -2.213 -0.371  0.090
H 1.360 -2.811 -1.561  0.093
H 0.092 -2.307 0.289  0.127
H -0.269 -0.754 2.109  0.102
H -1.749 -0.450 3.955  0.126

Results
Multiplicity: 1
HOMO level, eV: -7.76
F_max, eV/A: 8.10
SMILES: Nc1n[nH]c2cc(-c3ccc(NS(=O)(=O)c4cc(Cl)sc4Cl)cc3)ccc12
DFT total energy, Ha: -2741.14297
Energy above the lowest of the compared OMol25 structures with the same formula, charge and spin, kJ/mol: 49.01

Which formula does entry 9 have? C17H12Cl2N4O2S2